Entry 1:
{
  "formula": "C34H58BN4O5P2STl",
  "method": "ωB97M-V with the def2-TZVPD basis set",
  "symbols": ["Tl", "C", "C", "C", "C", "P", "C", "N", "B", "N", "C", "P", "C", "C", "C", "C", "C", "C", "C", "C", "C", "C", "C", "C", "C", "C", "C", "C", "C", "C", "H", "H", "H", "H", "H", "H", "H", "H", "H", "H", "H", "H", "H", "H", "H", "H", "H", "H", "H", "H", "H", "H", "H", "H", "H", "H", "H", "H", "H", "H", "H", "H", "H", "H", "H", "H", "H", "H", "H", "H", "H", "H", "H", "H", "C", "C", "N", "C", "C", "C", "O", "C", "C", "C", "C", "N", "C", "H", "H", "H", "H", "H", "H", "H", "H", "H", "H", "H", "H", "H", "H", "O", "S", "O", "O", "O"],
  "coordinates": [[-0.22, -0.90, 0.15], [3.91, 0.15, 2.19], [4.46, 0.21, 0.76], [5.46, 1.37, 0.67], [5.20, -1.10, 0.48], [2.92, 0.29, -0.33], [2.55, 2.10, -0.12], [1.18, 2.44, -0.45], [0.00, 1.56, -0.48], [-1.09, 2.53, -0.63], [-2.51, 2.30, -0.72], [-2.95, 0.54, -0.31], [-3.81, 0.02, -1.90], [-4.37, -1.40, -1.72], [-4.91, 0.92, -2.46], [-2.66, -0.06, -2.92], [-4.16, 0.72, 1.11], [-5.51, 1.35, 0.80], [-3.42, 1.56, 2.16], [-4.34, -0.68, 1.72], [-0.59, 3.82, -0.72], [-1.24, 5.03, -0.89], [-0.47, 6.20, -0.92], [0.91, 6.15, -0.77], [1.57, 4.93, -0.59], [0.82, 3.76, -0.59], [3.44, 0.20, -2.15], [2.28, 0.82, -2.94], [4.73, 0.91, -2.57], [3.53, -1.28, -2.53], [4.74, -0.01, 2.89], [3.17, -0.64, 2.33], [3.40, 1.07, 2.48], [6.24, 1.23, 1.43], [4.98, 2.33, 0.89], [5.95, 1.44, -0.30], [5.95, -1.27, 1.26], [5.72, -1.09, -0.48], [4.51, -1.95, 0.50], [3.23, 2.71, -0.72], [2.75, 2.32, 0.93], [-2.88, 2.57, -1.71], [-3.03, 2.97, -0.02], [-5.26, -1.40, -1.09], [-3.62, -2.07, -1.30], [-4.66, -1.80, -2.70], [-5.81, 0.88, -1.84], [-5.19, 0.58, -3.47], [-4.60, 1.96, -2.54], [-1.87, -0.73, -2.56], [-2.21, 0.92, -3.10], [-3.04, -0.45, -3.87], [-5.40, 2.29, 0.24], [-6.03, 1.58, 1.73], [-6.15, 0.68, 0.22], [-3.45, 2.63, 1.93], [-2.37, 1.26, 2.29], [-3.91, 1.42, 3.13], [-4.78, -1.39, 1.01], [-5.02, -0.61, 2.57], [-3.38, -1.06, 2.08], [-2.31, 5.08, -1.00], [-0.96, 7.16, -1.05], [1.49, 7.06, -0.78], [2.64, 4.90, -0.45], [2.21, 1.90, -2.81], [1.32, 0.40, -2.63], [2.42, 0.61, -4.01], [4.73, 1.96, -2.26], [4.83, 0.88, -3.66], [5.61, 0.43, -2.14], [2.60, -1.79, -2.28], [4.34, -1.79, -2.02], [3.69, -1.37, -3.61], [-0.63, -5.56, 3.00], [0.09, -4.28, 2.58], [1.27, -4.54, 1.74], [2.55, -4.25, 2.38], [2.97, -5.32, 3.38], [1.32, -5.22, 0.57], [2.37, -5.72, 0.16], [0.14, -5.29, -0.36], [0.20, -6.20, -1.41], [-0.71, -6.11, -2.46], [-1.66, -5.09, -2.43], [-1.75, -4.26, -1.40], [-0.89, -4.35, -0.39], [-1.43, -5.31, 3.70], [0.05, -6.26, 3.48], [-1.08, -6.06, 2.14], [0.46, -3.74, 3.44], [-0.59, -3.58, 2.12], [2.44, -3.27, 2.84], [3.30, -4.16, 1.59], [2.27, -5.37, 4.22], [3.95, -5.08, 3.79], [3.02, -6.30, 2.90], [1.01, -6.91, -1.43], [-0.64, -6.78, -3.31], [-2.35, -4.94, -3.25], [-0.97, -3.57, 0.33], [1.07, -1.28, 2.77], [-0.14, -0.57, 3.27], [-0.07, -0.36, 4.72], [-0.23, 0.73, 2.53], [-1.35, -1.38, 2.90]],
  "mulliken_charge": [1.39, -1.96, 2.26, -1.87, -2.14, 0.49, -1.73, 0.29, 0.09, 0.45, -1.81, 0.49, 1.85, -2.06, -1.77, -1.86, 2.21, -1.95, -1.92, -1.58, 0.15, -0.59, -0.81, -0.81, -0.61, 0.49, 2.22, -2.08, -1.97, -1.89, 0.54, 0.22, 0.36, 0.56, 0.27, 0.26, 0.56, 0.29, 0.31, 0.39, 0.78, 0.70, 0.46, 0.28, 0.38, 0.54, 0.32, 0.51, 0.29, 0.19, 0.21, 0.67, 0.27, 0.52, 0.29, 0.31, 0.25, 0.55, 0.27, 0.49, 0.19, 0.45, 0.35, 0.35, 0.44, 0.22, 0.27, 0.67, 0.28, 0.49, 0.32, 0.30, 0.29, 0.51, -1.50, -0.02, 0.89, -0.11, -1.35, 0.26, -0.76, -0.16, -0.30, -0.67, -0.36, -0.26, -0.80, 0.43, 0.34, 0.24, 0.57, -0.21, 0.10, 0.26, 0.29, 0.43, 0.29, 0.45, 0.38, 0.38, 0.97, -0.55, 0.76, -0.84, -0.58, -0.69],
  "total_energy_ha": -3203.9466,
  "largest_force_ha_per_bohr": 0.016,
  "homo_ev": -0.60,
  "orbital_gap_ev": 4.87,
  "lumo_ev": 4.27,
  "relative_energy_kj_mol": 14.2,
  "total_charge": -2
}

=====

Entry 2:
{
  "formula": "C34H58Cl6N2O21",
  "method": "ωB97M-V with the def2-TZVPD basis set",
  "symbols": ["C", "O", "C", "O", "O", "C", "H", "H", "H", "H", "H", "H", "C", "O", "C", "O", "O", "C", "H", "H", "H", "H", "H", "H", "C", "O", "C", "O", "O", "C", "H", "H", "H", "H", "H", "H", "C", "O", "C", "O", "O", "C", "H", "H", "H", "H", "H", "H", "C", "O", "C", "O", "O", "C", "H", "H", "H", "H", "H", "H", "C", "O", "C", "O", "O", "C", "H", "H", "H", "H", "H", "H", "C", "O", "C", "O", "O", "C", "H", "H", "H", "H", "H", "H", "N", "C", "C", "C", "C", "C", "H", "H", "H", "H", "H", "N", "C", "C", "C", "C", "C", "H", "H", "H", "H", "H", "C", "Cl", "Cl", "H", "H", "C", "Cl", "Cl", "H", "H", "C", "Cl", "Cl", "H", "H"],
  "coordinates": [[1.04, 3.91, -1.50], [0.34, 3.34, -2.56], [-0.60, 4.04, -3.18], [-1.06, 5.14, -2.97], [-0.98, 3.29, -4.29], [-2.27, 3.58, -4.85], [0.50, 3.62, -0.60], [1.10, 4.99, -1.61], [2.03, 3.46, -1.54], [-3.06, 3.74, -4.11], [-2.70, 2.72, -5.36], [-2.19, 4.39, -5.58], [0.04, -0.11, -1.91], [-0.13, -0.55, -0.58], [0.41, 0.14, 0.45], [1.11, 1.13, 0.28], [0.10, -0.45, 1.61], [0.40, 0.28, 2.81], [-0.49, -0.86, -2.50], [1.07, 0.11, -2.21], [-0.58, 0.77, -2.06], [1.32, 0.82, 2.60], [0.57, -0.35, 3.69], [-0.34, 1.04, 3.03], [-3.42, -2.03, 6.63], [-2.90, -0.85, 7.16], [-2.02, -0.13, 6.45], [-1.58, -0.47, 5.34], [-1.67, 0.99, 7.11], [-0.61, 1.77, 6.64], [-4.03, -2.48, 7.42], [-2.66, -2.77, 6.41], [-4.02, -1.84, 5.74], [-0.41, 2.62, 7.29], [-0.83, 2.28, 5.70], [0.34, 1.26, 6.52], [4.83, -0.44, -4.91], [4.04, 0.78, -5.00], [2.72, 0.66, -4.66], [2.15, -0.39, -4.35], [2.09, 1.82, -4.85], [2.70, 3.14, -5.15], [4.35, -1.05, -4.14], [5.80, -0.16, -4.50], [4.76, -0.91, -5.89], [3.10, 3.33, -6.15], [3.46, 3.24, -4.38], [1.91, 3.88, -4.99], [-2.51, 3.19, 0.07], [-2.61, 2.25, -1.00], [-3.19, 1.05, -0.87], [-3.69, 0.55, 0.15], [-3.20, 0.51, -2.11], [-3.98, -0.67, -2.35], [-2.09, 2.78, 0.99], [-3.48, 3.61, 0.34], [-1.95, 4.04, -0.32], [-4.93, -0.61, -1.81], [-3.44, -1.59, -2.13], [-4.14, -0.75, -3.43], [2.87, 2.35, 7.61], [3.18, 2.68, 6.29], [2.23, 3.28, 5.45], [1.18, 3.79, 5.82], [2.71, 3.09, 4.15], [1.82, 3.43, 3.07], [2.38, 3.18, 8.11], [3.81, 2.14, 8.12], [2.22, 1.47, 7.58], [0.75, 3.26, 3.21], [2.10, 2.82, 2.21], [1.94, 4.51, 2.94], [-0.82, -0.32, -5.46], [-0.72, -1.69, -4.84], [-1.05, -2.80, -5.58], [-1.29, -2.83, -6.76], [-0.86, -3.90, -4.77], [-1.16, -5.21, -5.17], [-1.83, -0.02, -5.73], [-0.13, -0.13, -6.28], [-0.49, 0.44, -4.75], [-0.42, -5.57, -5.89], [-2.01, -5.32, -5.85], [-1.32, -5.94, -4.39], [-3.85, -4.26, 2.02], [-3.13, -3.09, 1.97], [-2.36, -2.69, 0.86], [-2.32, -3.45, -0.27], [-3.06, -4.65, -0.24], [-3.79, -5.03, 0.91], [-3.05, -2.56, 2.91], [-1.72, -1.83, 0.93], [-1.77, -3.11, -1.13], [-3.06, -5.25, -1.13], [-4.36, -5.94, 0.99], [1.96, -5.08, -0.06], [0.95, -4.84, -0.93], [1.09, -3.84, -1.92], [2.26, -3.08, -2.03], [3.29, -3.32, -1.16], [3.07, -4.29, -0.14], [-0.01, -5.34, -0.87], [0.26, -3.65, -2.58], [2.37, -2.33, -2.80], [4.21, -2.77, -1.30], [3.82, -4.62, 0.56], [-4.26, 0.73, 3.68], [-2.92, 1.74, 3.36], [-4.97, 1.09, 5.27], [-5.00, 0.91, 2.90], [-4.00, -0.33, 3.55], [4.33, -0.46, 3.79], [4.35, -2.15, 3.18], [3.55, -0.36, 5.42], [5.37, -0.24, 3.99], [3.76, 0.15, 3.08], [3.74, 1.29, -1.11], [4.62, 2.35, -2.26], [4.69, -0.12, -0.66], [3.49, 1.87, -0.23], [2.85, 0.98, -1.66]],
  "mulliken_charge": [-0.56, 0.49, 0.46, -0.62, -0.18, -0.81, 0.11, 0.50, -0.13, 0.32, 0.22, 0.29, 1.13, 0.25, 0.19, -0.44, -0.41, 0.51, -0.15, -0.72, -0.06, -0.29, 0.23, -0.27, -0.55, -0.37, 0.65, -0.46, -0.33, -0.45, 0.23, 0.31, 0.20, 0.36, 0.28, 0.07, -0.44, -0.37, 0.56, -0.43, -0.09, -0.47, 0.06, 0.26, 0.29, 0.30, 0.20, 0.08, -0.38, -0.20, 0.76, -0.58, -0.01, -0.64, -0.09, 0.33, 0.20, 0.35, 0.10, 0.26, -0.66, -0.31, 0.83, -0.60, -0.29, -0.40, 0.34, 0.23, 0.27, 0.25, -0.14, 0.54, -0.57, 0.05, 0.40, -0.58, -0.11, -0.87, 0.36, 0.38, -0.07, 0.32, 0.36, 0.30, -0.56, -0.88, 0.23, -0.26, -1.03, -0.31, 0.76, 0.16, 0.98, 0.44, 0.39, -0.64, -0.62, 0.10, -0.16, -0.38, -0.59, 0.41, 0.39, 0.53, 0.50, 0.47, 0.29, -0.11, -0.17, 0.41, -0.45, 0.05, -0.14, -0.16, 0.41, -0.18, 1.65, -0.21, -0.13, 0.08, -1.38],
  "total_energy_ha": -5780.9711,
  "largest_force_ha_per_bohr": 0.065,
  "homo_ev": -9.19,
  "orbital_gap_ev": 9.52,
  "lumo_ev": 0.34,
  "smiles": "COC(=O)OC.COC(=O)OC.COC(=O)OC.COC(=O)OC.COC(=O)OC.COC(=O)OC.COC(=O)OC.c1ccncc1.c1ccncc1.ClCCl.ClCCl.ClCCl"
}

=====

Entry 3:
{
  "formula": "C34H59ClN2O2PdSi",
  "method": "ωB97M-V with the def2-TZVPD basis set",
  "symbols": ["O", "O", "C", "C", "H", "H", "H", "H", "H", "C", "C", "H", "H", "H", "H", "H", "C", "C", "C", "H", "H", "H", "H", "H", "C", "H", "H", "H", "H", "H", "H", "N", "C", "C", "C", "C", "H", "H", "H", "C", "H", "H", "H", "N", "C", "C", "C", "C", "H", "C", "H", "C", "H", "C", "C", "C", "C", "C", "C", "H", "C", "H", "C", "H", "C", "C", "Pd", "H", "H", "H", "H", "H", "H", "H", "H", "H", "H", "H", "H", "H", "C", "Si", "H", "H", "C", "C", "C", "H", "H", "H", "H", "H", "H", "H", "H", "H", "Cl", "C", "H", "H"],
  "coordinates": [[1.65, -3.17, -3.94], [1.04, -1.53, -5.48], [2.83, -2.56, -3.29], [3.61, -3.60, -2.52], [2.49, -1.74, -2.64], [3.40, -2.15, -4.12], [3.15, -3.82, -1.55], [4.60, -3.18, -2.32], [3.75, -4.53, -3.08], [0.58, -3.60, -3.01], [-0.36, -4.47, -3.80], [0.11, -2.69, -2.60], [1.04, -4.14, -2.19], [-0.90, -3.89, -4.55], [-1.10, -4.91, -3.13], [0.18, -5.29, -4.29], [-0.20, -0.82, -5.70], [2.06, -1.32, -6.49], [-1.12, -0.92, -4.52], [-0.65, -1.24, -6.61], [0.06, 0.23, -5.90], [-1.52, -1.94, -4.40], [-1.98, -0.26, -4.68], [-0.63, -0.61, -3.58], [2.34, -2.56, -7.29], [2.95, -0.97, -5.95], [1.71, -0.51, -7.14], [2.65, -3.40, -6.66], [3.13, -2.34, -8.01], [1.44, -2.86, -7.85], [1.26, -2.50, -4.69], [-0.80, -0.14, 1.15], [-1.70, 0.15, 2.09], [-2.55, 1.26, 2.00], [-2.74, 2.07, 0.88], [-1.86, -0.77, 3.27], [-0.89, -1.12, 3.66], [-2.47, -1.65, 3.01], [-2.38, -0.23, 4.07], [-3.95, 2.97, 0.86], [-4.65, 2.69, 0.05], [-3.67, 4.02, 0.72], [-4.47, 2.87, 1.81], [-1.92, 2.09, -0.16], [-0.35, -1.46, 0.92], [0.98, -1.81, 1.26], [1.91, -0.84, 1.89], [1.40, -3.13, 1.07], [2.43, -3.40, 1.32], [0.51, -4.10, 0.62], [0.84, -5.13, 0.49], [-0.81, -3.76, 0.31], [-1.51, -4.51, -0.05], [-1.25, -2.45, 0.45], [-2.68, -2.11, 0.12], [-2.18, 2.75, -1.38], [-1.55, 3.99, -1.64], [-0.83, 4.70, -0.53], [-1.60, 4.53, -2.93], [-1.08, 5.48, -3.11], [-2.28, 3.87, -3.94], [-2.28, 4.28, -4.95], [-2.96, 2.68, -3.67], [-3.53, 2.18, -4.45], [-2.96, 2.13, -2.39], [-3.73, 0.88, -2.12], [0.12, 1.54, 0.18], [2.85, -0.77, 1.31], [2.19, -1.15, 2.91], [1.48, 0.16, 1.97], [-2.76, -1.13, -0.37], [-3.33, -2.10, 1.01], [-3.09, -2.87, -0.56], [-0.31, 5.59, -0.92], [-0.09, 4.05, -0.04], [-1.52, 5.04, 0.26], [-4.36, 0.95, -1.22], [-3.07, 0.00, -2.00], [-4.39, 0.66, -2.97], [-3.24, 1.40, 2.83], [1.23, 1.22, -1.34], [2.13, 2.40, -2.53], [0.52, 0.60, -1.93], [1.95, 0.49, -0.91], [3.74, 1.50, -2.95], [2.54, 4.09, -1.84], [1.12, 2.62, -4.10], [1.28, 3.63, -4.51], [0.05, 2.51, -3.90], [1.41, 1.88, -4.87], [4.29, 1.29, -2.03], [4.37, 2.12, -3.60], [3.55, 0.55, -3.46], [3.16, 4.00, -0.93], [1.64, 4.67, -1.58], [3.11, 4.64, -2.60], [0.60, 2.54, 3.10], [1.34, 2.57, 1.52], [1.46, 3.61, 1.20], [2.29, 2.03, 1.56]],
  "lowdin_spin": [0.00, 0.00, 0.00, 0.00, 0.00, 0.00, 0.00, 0.00, 0.00, 0.00, 0.00, 0.00, 0.00, 0.00, 0.00, 0.00, 0.00, 0.00, 0.00, 0.00, 0.00, 0.00, 0.00, 0.00, 0.00, 0.00, 0.00, 0.00, 0.00, 0.00, 0.00, 0.09, 0.01, 0.00, 0.01, 0.00, 0.00, 0.00, 0.00, 0.00, 0.00, 0.00, 0.00, 0.09, 0.00, 0.01, 0.00, 0.00, 0.00, 0.01, 0.00, 0.00, 0.00, 0.01, 0.00, 0.01, 0.01, 0.00, 0.00, 0.00, 0.01, 0.00, 0.00, 0.00, 0.01, 0.00, 1.15, 0.00, 0.00, 0.00, 0.00, 0.00, 0.00, 0.00, 0.00, 0.00, 0.00, 0.00, 0.00, 0.00, 0.15, 0.03, 0.03, 0.02, 0.01, 0.00, 0.00, 0.00, 0.00, 0.00, 0.00, 0.00, 0.00, 0.00, 0.00, 0.00, 0.08, 0.20, 0.01, 0.01],
  "total_energy_ha": -2468.2919,
  "largest_force_ha_per_bohr": 0.089,
  "homo_ev": [-4.40, -5.54],
  "orbital_gap_ev": [4.34, 5.48],
  "multiplicity": 3,
  "lumo_ev": [-0.05, -0.05]
}

=====

Entry 4:
{
  "formula": "C34H60AuCl2P2",
  "method": "ωB97M-V with the def2-TZVPD basis set",
  "symbols": ["P", "C", "C", "C", "C", "C", "C", "C", "C", "C", "C", "C", "C", "C", "C", "C", "C", "C", "C", "H", "H", "H", "H", "H", "H", "H", "H", "H", "H", "H", "H", "H", "H", "H", "H", "H", "H", "H", "H", "H", "H", "H", "H", "H", "H", "H", "H", "H", "H", "H", "H", "H", "Au", "Cl", "Cl", "C", "H", "C", "C", "C", "C", "C", "C", "H", "H", "H", "H", "H", "C", "C", "C", "P", "C", "C", "C", "C", "C", "C", "H", "H", "H", "H", "H", "H", "H", "H", "H", "H", "H", "H", "H", "H", "H", "H", "H", "H", "H", "H", "H"],
  "coordinates": [[1.29, -0.41, -1.06], [2.05, 0.93, -2.13], [3.39, 0.61, -2.80], [3.97, 1.89, -3.42], [2.99, 2.58, -4.38], [1.61, 2.78, -3.76], [1.06, 1.49, -3.15], [0.60, -1.71, -2.21], [1.54, -2.21, -3.31], [0.90, -3.43, -3.99], [-0.51, -3.13, -4.52], [-1.42, -2.48, -3.46], [-0.73, -1.28, -2.81], [2.77, -1.24, -0.29], [3.53, -0.26, 0.62], [4.77, -0.93, 1.23], [4.44, -2.23, 1.96], [3.63, -3.19, 1.09], [2.40, -2.53, 0.45], [2.21, 1.71, -1.37], [3.25, -0.15, -3.58], [4.12, 0.20, -2.09], [4.90, 1.65, -3.95], [4.23, 2.58, -2.61], [3.40, 3.54, -4.69], [2.89, 1.97, -5.29], [1.67, 3.54, -2.96], [0.91, 3.16, -4.52], [0.08, 1.66, -2.68], [0.91, 0.75, -3.96], [0.39, -2.53, -1.51], [0.85, -4.25, -3.26], [2.53, -2.49, -2.91], [1.70, -1.42, -4.05], [1.54, -3.77, -4.81], [-0.97, -4.06, -4.88], [-0.43, -2.46, -5.38], [-2.36, -2.17, -3.92], [-1.66, -3.21, -2.68], [-1.38, -0.85, -2.04], [-0.58, -0.49, -3.56], [3.43, -1.52, -1.13], [3.85, 0.64, 0.07], [2.86, 0.11, 1.40], [5.48, -1.15, 0.42], [5.26, -0.22, 1.91], [3.87, -2.00, 2.87], [5.36, -2.72, 2.28], [3.30, -4.06, 1.68], [4.27, -3.58, 0.29], [1.92, -3.25, -0.23], [1.64, -2.30, 1.22], [-0.40, 0.36, 0.62], [-0.94, -2.05, 0.79], [1.12, 2.37, 0.78], [-1.38, 1.57, -0.71], [-0.89, 2.54, -0.86], [-2.68, 1.38, -1.22], [-3.38, 0.15, -1.02], [-4.69, 0.00, -1.46], [-5.34, 1.05, -2.12], [-4.68, 2.27, -2.35], [-3.37, 2.44, -1.92], [-2.86, -0.66, -0.50], [-5.21, -0.95, -1.29], [-5.19, 3.08, -2.86], [-2.83, 3.37, -2.08], [-6.36, 0.92, -2.48], [-4.09, 1.65, 2.06], [-2.98, 1.88, 3.10], [-3.59, 1.84, 4.51], [-1.49, 0.81, 2.85], [-0.09, 1.67, 3.73], [-0.40, 2.36, 5.05], [1.13, 0.75, 3.82], [-1.84, -0.81, 3.71], [-1.71, -0.83, 5.23], [-3.17, -1.41, 3.24], [-4.48, 0.63, 2.11], [-3.74, 1.83, 1.04], [-4.92, 2.33, 2.27], [-2.57, 2.89, 2.92], [-4.12, 0.90, 4.71], [-2.85, 2.03, 5.30], [-4.33, 2.65, 4.58], [0.15, 2.45, 2.99], [-0.67, 1.65, 5.84], [0.51, 2.87, 5.39], [-1.18, 3.13, 4.96], [1.31, 0.22, 2.88], [2.02, 1.38, 4.02], [1.06, 0.02, 4.63], [-1.05, -1.45, 3.28], [-2.48, -0.21, 5.71], [-1.87, -1.86, 5.57], [-0.72, -0.52, 5.59], [-3.26, -1.39, 2.15], [-3.20, -2.47, 3.55], [-4.04, -0.92, 3.70]],
  "lowdin_spin": [0.13, 0.01, 0.00, 0.00, 0.00, 0.00, 0.01, 0.01, 0.00, 0.00, 0.00, 0.00, 0.00, 0.04, 0.00, 0.00, 0.00, 0.00, 0.00, 0.00, 0.00, 0.00, 0.00, 0.00, 0.00, 0.00, 0.00, 0.00, 0.01, 0.00, 0.00, 0.00, 0.00, 0.00, 0.00, 0.00, 0.00, 0.00, 0.00, 0.00, 0.00, 0.01, 0.00, 0.00, 0.00, 0.00, 0.00, 0.00, 0.00, 0.00, 0.00, 0.00, 0.43, 0.06, 0.02, 0.59, 0.03, 0.08, 0.12, -0.01, 0.15, 0.00, 0.12, 0.01, 0.00, 0.00, 0.01, 0.01, 0.00, 0.01, 0.00, 0.09, 0.01, 0.00, 0.01, 0.01, 0.01, 0.00, 0.00, 0.00, 0.00, 0.00, 0.00, 0.00, 0.00, 0.00, 0.00, 0.00, 0.00, 0.01, 0.00, 0.00, 0.00, 0.00, 0.00, 0.00, 0.00, 0.00, 0.00],
  "total_energy_ha": -3070.3892,
  "largest_force_ha_per_bohr": 0.045,
  "homo_ev": [-3.05, -3.29],
  "orbital_gap_ev": [5.83, 6.00],
  "multiplicity": 3,
  "lumo_ev": [2.79, 2.71],
  "total_charge": -1
}